# 1
{
  "formula": "C40H32Br4CoF5N6O4S2",
  "method": "the ωB97M-V functional and the def2-TZVPD basis",
  "species": ["Co", "Br", "C", "C", "Br", "C", "Br", "C", "O", "C", "O", "C", "Br", "C", "C", "C", "C", "N", "C", "N", "N", "N", "H", "H", "H", "H", "H", "H", "H", "H", "H", "H", "C", "N", "N", "C", "O", "C", "C", "C", "C", "C", "C", "C", "C", "C", "H", "H", "H", "H", "H", "H", "H", "H", "H", "H", "H", "H", "O", "S", "C", "C", "C", "C", "C", "C", "C", "C", "C", "C", "C", "C", "H", "H", "H", "H", "H", "H", "H", "H", "H", "H", "F", "C", "C", "F", "C", "F", "C", "S", "C", "F", "C", "F"],
  "coordinates": [[-0.180, -0.363, 0.199], [6.199, -0.404, 2.985], [4.320, -0.402, 2.774], [3.498, -0.158, 3.862], [4.244, 0.149, 5.573], [2.122, -0.097, 3.682], [0.950, 0.359, 5.098], [1.521, -0.268, 2.436], [0.266, -0.148, 2.236], [2.379, -0.538, 1.303], [1.826, -0.657, 0.151], [3.755, -0.590, 1.517], [4.852, -0.871, -0.002], [-1.725, 1.920, -5.524], [-2.540, 0.647, -5.302], [-3.473, 0.762, -4.099], [-1.597, -0.560, -5.138], [-0.835, -0.445, -3.932], [-1.128, -0.859, -2.684], [-0.185, -0.414, -1.887], [0.662, 0.272, -2.642], [0.293, 0.264, -3.854], [-2.381, 2.764, -5.720], [-1.062, 1.790, -6.377], [-1.114, 2.154, -4.655], [-3.150, 0.467, -6.194], [-2.927, 0.995, -3.187], [-4.012, -0.172, -3.943], [-4.201, 1.551, -4.268], [-0.893, -0.598, -5.972], [-2.166, -1.492, -5.100], [-1.967, -1.456, -2.393], [-5.863, 0.906, 2.905], [-4.647, 1.313, 2.238], [-4.220, 0.627, 1.102], [-2.831, 0.712, 0.999], [-2.210, 0.296, 0.013], [-2.410, 1.395, 2.175], [-3.507, 1.690, 2.919], [-3.566, 2.348, 4.251], [-5.062, 0.156, 0.098], [-4.690, -1.026, -0.549], [-5.446, -1.488, -1.607], [-6.576, -0.799, -2.026], [-6.958, 0.361, -1.368], [-6.208, 0.843, -0.311], [-6.480, 0.337, 2.212], [-6.410, 1.796, 3.221], [-5.664, 0.286, 3.785], [-1.381, 1.551, 2.425], [-2.557, 2.596, 4.570], [-4.011, 1.685, 4.992], [-4.156, 3.264, 4.214], [-3.815, -1.558, -0.212], [-5.160, -2.402, -2.107], [-7.155, -1.170, -2.859], [-7.840, 0.898, -1.693], [-6.492, 1.763, 0.181], [0.040, 1.793, -0.098], [1.203, 2.472, -0.702], [0.747, 4.241, -0.562], [-0.305, 4.601, 0.260], [-0.648, 5.934, 0.391], [0.046, 6.902, -0.318], [1.071, 6.530, -1.178], [1.425, 5.197, -1.301], [2.423, 2.621, 0.641], [2.006, 2.764, 1.952], [2.948, 2.864, 2.961], [4.297, 2.810, 2.650], [4.707, 2.649, 1.337], [3.768, 2.558, 0.323], [-0.853, 3.829, 0.778], [-1.457, 6.218, 1.046], [-0.220, 7.943, -0.209], [1.598, 7.282, -1.744], [2.220, 4.888, -1.961], [0.952, 2.764, 2.183], [2.634, 2.959, 3.990], [5.031, 2.886, 3.438], [5.757, 2.566, 1.104], [4.074, 2.395, -0.700], [0.388, -7.728, -1.054], [0.067, -6.496, -0.604], [-0.511, -6.328, 0.652], [-0.698, -7.413, 1.429], [-0.904, -5.078, 1.086], [-1.471, -4.980, 2.301], [-0.758, -3.922, 0.286], [-1.456, -2.432, 0.748], [-0.105, -4.126, -0.946], [0.106, -3.082, -1.769], [0.288, -5.372, -1.392], [0.849, -5.502, -2.611]],
  "lowdin_charge": [0.45, 0.66, -0.79, -0.79, 0.66, -0.66, 0.71, -0.45, -0.17, -0.43, -0.15, -0.64, 0.73, -0.08, -0.40, -0.07, -0.12, -0.09, -0.10, 0.00, 0.01, 0.08, 0.08, 0.08, 0.07, 0.13, 0.08, 0.07, 0.08, 0.13, 0.13, 0.14, -0.02, -0.07, 0.06, -0.38, -0.08, 0.08, -0.24, -0.01, -0.19, 0.00, -0.08, -0.10, -0.09, -0.03, 0.08, 0.09, 0.10, 0.10, 0.09, 0.08, 0.09, 0.05, 0.11, 0.10, 0.10, 0.11, -0.53, 1.05, -0.34, -0.07, -0.08, -0.09, -0.09, -0.08, -0.35, -0.06, -0.07, -0.09, -0.09, -0.10, 0.10, 0.10, 0.10, 0.10, 0.11, 0.11, 0.10, 0.10, 0.10, 0.10, 0.09, -0.15, -0.15, 0.09, -0.24, 0.06, -0.54, 0.76, -0.23, 0.06, -0.15, 0.09],
  "total_charge": -1,
  "lumo_energy_ha": [0.071, 0.071],
  "gap_ev": [5.5, 5.5],
  "de_lowest_kcal_mol": 12.9,
  "multiplicity": 2,
  "max_force_ha_per_bohr": 0.0417
}


# 2
{
  "formula": "C40H32F12NO2Ta",
  "method": "the ωB97M-V functional and the def2-TZVPD basis",
  "species": ["Ta", "C", "C", "C", "C", "C", "N", "C", "C", "C", "C", "C", "C", "C", "C", "O", "C", "F", "F", "F", "C", "F", "F", "F", "C", "C", "C", "O", "C", "F", "F", "F", "C", "F", "F", "F", "H", "H", "H", "H", "H", "H", "H", "H", "H", "H", "H", "H", "C", "C", "C", "C", "C", "C", "C", "C", "C", "C", "C", "C", "C", "C", "C", "H", "H", "H", "H", "H", "H", "H", "H", "H", "H", "C", "C", "C", "C", "C", "H", "H", "H", "H", "H", "H", "H", "H", "H", "H"],
  "coordinates": [[0.364, 0.428, -1.839], [4.480, 3.301, 2.949], [3.765, 2.303, 2.079], [2.892, 1.364, 2.622], [2.247, 0.443, 1.821], [2.461, 0.408, 0.439], [1.844, -0.518, -0.403], [1.880, -1.840, 0.004], [2.852, -2.285, 0.931], [2.843, -3.544, 1.489], [1.863, -4.472, 1.152], [1.787, -5.823, 1.807], [0.979, -4.092, 0.158], [1.000, -2.849, -0.466], [0.095, -2.655, -1.677], [0.301, -1.508, -2.375], [-1.429, -2.775, -1.281], [-2.183, -1.909, -1.964], [-1.637, -2.553, 0.020], [-1.942, -4.008, -1.537], [0.434, -3.742, -2.754], [1.713, -3.606, -3.139], [0.290, -5.039, -2.381], [-0.333, -3.584, -3.849], [3.280, 1.404, -0.124], [3.929, 2.314, 0.700], [3.278, 1.454, -1.650], [1.994, 1.580, -2.123], [3.989, 2.715, -2.204], [3.429, 3.840, -1.726], [5.312, 2.773, -1.889], [3.908, 2.793, -3.540], [3.987, 0.174, -2.275], [4.613, -0.578, -1.352], [4.955, 0.505, -3.171], [3.129, -0.604, -2.939], [4.255, 3.122, 4.001], [4.184, 4.327, 2.717], [5.564, 3.241, 2.827], [2.703, 1.354, 3.690], [1.562, -0.270, 2.261], [3.625, -1.593, 1.236], [3.610, -3.804, 2.213], [2.563, -5.920, 2.568], [1.922, -6.637, 1.090], [0.825, -5.981, 2.299], [0.229, -4.809, -0.155], [4.577, 3.067, 0.273], [-0.890, 0.871, -0.299], [-1.631, 0.766, 0.695], [-2.449, 0.654, 1.795], [-3.890, 0.555, 1.590], [-4.838, 0.860, 2.586], [-6.200, 0.790, 2.340], [-6.687, 0.418, 1.095], [-5.766, 0.122, 0.093], [-4.408, 0.186, 0.331], [-1.836, 0.685, 3.123], [-2.347, -0.042, 4.211], [-1.730, -0.021, 5.451], [-0.568, 0.715, 5.654], [-0.033, 1.420, 4.582], [-0.651, 1.407, 3.344], [-4.501, 1.187, 3.560], [-6.891, 1.043, 3.139], [-7.753, 0.363, 0.906], [-6.108, -0.170, -0.895], [-3.714, -0.055, -0.462], [-3.229, -0.652, 4.066], [-2.151, -0.606, 6.262], [-0.083, 0.726, 6.622], [0.878, 1.996, 4.711], [-0.217, 1.952, 2.514], [-3.001, 1.410, -3.052], [-1.819, 1.798, -3.938], [-2.091, 1.292, -5.363], [-1.715, 3.328, -3.977], [-0.518, 1.214, -3.420], [-3.929, 1.864, -3.420], [-2.839, 1.732, -2.024], [-3.130, 0.326, -3.040], [-3.043, 1.676, -5.751], [-2.128, 0.202, -5.377], [-1.293, 1.610, -6.040], [-2.642, 3.780, -4.354], [-0.891, 3.643, -4.623], [-1.520, 3.718, -2.977], [0.269, 1.322, -4.191]],
  "lowdin_charge": [1.67, -0.07, -0.28, -0.05, -0.02, -0.26, -0.06, -0.19, -0.03, -0.06, -0.29, -0.07, -0.01, -0.06, -0.33, -0.27, -0.53, 0.14, 0.16, 0.12, -0.53, 0.15, 0.11, 0.15, -0.07, 0.01, -0.31, -0.27, -0.54, 0.15, 0.12, 0.15, -0.50, 0.15, 0.12, 0.14, 0.06, 0.07, 0.07, 0.09, 0.13, 0.11, 0.10, 0.06, 0.07, 0.07, 0.12, 0.11, -0.17, -0.16, -0.20, -0.18, -0.07, -0.13, -0.15, -0.11, -0.04, -0.18, -0.06, -0.12, -0.14, -0.12, -0.04, 0.09, 0.08, 0.08, 0.09, 0.09, 0.10, 0.09, 0.08, 0.08, 0.11, -0.09, -0.71, -0.09, -0.09, -0.29, 0.07, 0.06, 0.07, 0.07, 0.08, 0.07, 0.07, 0.07, 0.08, 0.03],
  "total_charge": -2,
  "lumo_energy_ha": 0.164,
  "gap_ev": 5.3,
  "de_lowest_kcal_mol": 4.2,
  "max_force_ha_per_bohr": 0.0093
}


# 3
{
  "formula": "C40H33O26P",
  "method": "the ωB97M-V functional and the def2-TZVPD basis",
  "species": ["C", "C", "O", "P", "O", "O", "C", "C", "O", "C", "C", "C", "C", "O", "C", "C", "O", "H", "H", "H", "H", "H", "H", "H", "H", "H", "H", "H", "H", "H", "O", "C", "C", "C", "O", "C", "O", "C", "C", "O", "H", "H", "H", "H", "O", "C", "C", "C", "O", "C", "O", "C", "C", "O", "H", "H", "H", "H", "O", "C", "C", "C", "O", "C", "O", "C", "C", "O", "H", "H", "H", "H", "O", "C", "C", "C", "O", "C", "O", "C", "C", "O", "H", "H", "H", "H", "O", "C", "C", "C", "O", "C", "O", "C", "C", "O", "H", "H", "H", "H"],
  "coordinates": [[4.941, -3.968, -1.072], [5.870, -3.359, -1.951], [6.792, -3.040, -3.073], [6.293, -1.523, -3.835], [5.369, -0.632, -2.885], [7.798, -0.596, -4.010], [7.378, 0.843, -4.047], [7.259, 2.255, -3.878], [5.674, -1.725, -5.452], [4.400, -2.460, -5.477], [3.100, -1.545, -4.980], [2.490, -2.191, -3.595], [0.843, -2.118, -3.571], [0.309, -0.766, -3.274], [-1.172, -0.795, -3.285], [-2.068, 0.534, -3.758], [-1.909, -1.866, -2.879], [3.954, -4.283, -0.485], [7.446, 3.433, -3.861], [4.176, -2.700, -6.624], [4.433, -3.504, -4.936], [2.291, -1.401, -5.837], [3.559, -0.466, -4.760], [2.873, -1.644, -2.613], [2.815, -3.332, -3.477], [0.370, -2.425, -4.618], [0.486, -2.900, -2.766], [-2.871, 0.683, -2.894], [-2.591, 0.220, -4.781], [-1.385, 1.486, -3.874], [-5.099, -4.517, -2.597], [-5.533, -3.603, -1.905], [-4.760, -2.377, -1.649], [-5.255, -1.407, -0.878], [-4.535, -0.252, -0.635], [-6.599, -1.529, -0.249], [-7.019, -0.629, 0.470], [-7.381, -2.744, -0.524], [-6.888, -3.713, -1.298], [-7.619, -4.856, -1.564], [-3.784, -2.303, -2.111], [-5.106, 0.293, -0.050], [-8.364, -2.812, -0.075], [-7.046, -5.403, -2.144], [4.142, -2.823, 1.234], [4.220, -2.415, 2.388], [3.726, -1.088, 2.787], [3.841, -0.668, 4.048], [3.376, 0.577, 4.431], [4.473, -1.521, 5.092], [4.581, -1.100, 6.239], [4.945, -2.857, 4.699], [4.827, -3.279, 3.438], [5.266, -4.534, 3.062], [3.270, -0.478, 2.017], [3.577, 0.646, 5.390], [5.387, -3.473, 5.472], [5.071, -4.602, 2.102], [-3.489, 1.681, 3.508], [-2.376, 1.291, 3.173], [-2.125, 0.658, 1.869], [-0.904, 0.229, 1.542], [-0.661, -0.365, 0.317], [0.242, 0.371, 2.481], [1.348, -0.050, 2.160], [-0.003, 1.025, 3.775], [-1.223, 1.458, 4.101], [-1.460, 2.077, 5.314], [-2.968, 0.559, 1.197], [0.295, -0.589, 0.321], [0.844, 1.138, 4.441], [-2.418, 2.295, 5.313], [-9.189, 2.615, 8.033], [-8.076, 2.224, 7.698], [-7.825, 1.591, 6.394], [-6.604, 1.162, 6.067], [-6.361, 0.568, 4.842], [-5.458, 1.304, 7.006], [-4.352, 0.883, 6.685], [-5.703, 1.959, 8.300], [-6.923, 2.391, 8.626], [-7.160, 3.010, 9.839], [-8.668, 1.492, 5.722], [-5.405, 0.345, 4.846], [-4.856, 2.071, 8.966], [-8.118, 3.228, 9.838], [4.904, 6.789, -4.522], [4.124, 5.849, -4.625], [3.884, 4.903, -3.524], [3.041, 3.880, -3.674], [2.809, 2.989, -2.643], [2.317, 3.657, -4.956], [1.562, 2.697, -5.070], [2.538, 4.616, -6.049], [3.379, 5.641, -5.898], [3.589, 6.548, -6.920], [4.419, 5.076, -2.599], [2.163, 2.340, -2.999], [1.991, 4.452, -6.969], [4.240, 7.193, -6.566]],
  "lowdin_charge": [0.09, -0.13, -0.21, 0.82, -0.32, -0.20, -0.14, 0.09, -0.25, -0.22, -0.16, -0.17, -0.19, -0.11, -0.25, 0.00, -0.07, 0.09, 0.07, 0.14, 0.13, 0.13, 0.12, 0.12, 0.12, 0.15, 0.13, 0.10, 0.11, 0.09, 0.11, -0.30, 0.09, -0.20, 0.06, -0.31, 0.10, 0.08, -0.21, 0.08, 0.10, 0.11, 0.14, 0.12, 0.05, -0.28, 0.07, -0.20, 0.07, -0.30, 0.11, 0.08, -0.20, 0.08, 0.11, 0.12, 0.14, 0.11, 0.10, -0.29, 0.09, -0.19, 0.08, -0.27, 0.08, 0.09, -0.20, 0.09, 0.12, 0.12, 0.13, 0.10, 0.11, -0.31, 0.08, -0.20, 0.08, -0.30, 0.10, 0.08, -0.21, 0.08, 0.14, 0.10, 0.14, 0.12, 0.10, -0.31, 0.07, -0.21, 0.08, -0.30, 0.10, 0.08, -0.21, 0.08, 0.14, 0.11, 0.14, 0.12],
  "lumo_energy_ha": -0.067,
  "gap_ev": 7.9,
  "max_force_ha_per_bohr": 0.2007
}